# 1
A cluster of 12 separate species, C5H35NO12 in total in a non-equilibrium geometry, computed with the ωB97M-V functional and the def2-TZVPD basis.

Geometry as XYZ:
```
53
Properties=species:S:1:pos:R:3:forces:R:3
C 0.459249 0.737495 -1.751107 -0.150 -1.654 -0.026
N -0.033919 1.146160 -0.388550 4.787 0.886 -1.760
C 1.070417 1.831649 0.398499 -1.070 3.036 -1.612
C 0.487579 2.708350 1.509019 1.305 -0.488 0.989
C -0.643099 3.605041 1.157249 -1.411 3.177 -0.059
O -1.082092 3.750188 -0.170214 -0.984 -4.552 -1.174
C 1.982486 0.696213 0.839514 0.011 -0.917 1.288
H -0.146677 1.311133 -2.495893 1.067 -0.584 0.336
H 1.594248 0.623914 -1.865168 -1.541 1.469 0.425
H 0.253241 -0.345918 -1.893941 -0.792 0.690 0.168
H -0.502998 0.461704 0.129068 -1.629 -1.336 1.038
H 1.536473 2.675418 -0.403233 -0.939 -2.772 1.929
H 0.109084 2.191550 2.410272 0.856 -0.392 -0.374
H 1.310703 3.390321 1.827641 -0.313 -0.922 0.008
H -1.569341 3.346648 1.743366 1.029 0.686 0.012
H -0.248906 4.650759 1.258144 -0.917 -0.752 1.143
H -1.374113 2.767124 -0.411882 0.465 3.072 -0.078
H 2.991032 1.081042 1.118583 -0.219 -0.450 -1.529
H 1.739796 -0.169875 0.179298 1.670 0.562 0.113
H 1.815072 0.221802 1.827116 -1.139 0.624 -0.132
H 1.993144 -2.755997 0.540037 1.844 -0.637 -0.279
H 3.608761 -3.272608 0.363110 -1.946 0.482 0.384
O 2.745932 -3.317277 0.861501 0.153 0.130 -0.252
H -1.547003 -1.395928 1.422664 -1.284 1.802 0.773
H -0.525079 -2.151400 2.223733 3.609 -0.233 7.043
O -0.944946 -2.087134 1.478523 -1.810 -1.959 -7.973
H -0.851167 -3.286017 -0.094866 0.986 2.231 2.018
H -0.052935 -4.146265 -1.236774 -0.554 0.644 1.069
O -0.851827 -3.967918 -0.704216 -0.410 -2.842 -2.979
H 2.576322 -2.310793 3.317535 -1.318 -0.509 0.355
H 1.823119 -3.430986 2.674769 -0.245 0.597 0.900
O 1.685611 -2.750585 3.384266 1.415 -0.021 -1.186
H 1.661106 -2.289994 -2.272419 0.733 0.849 0.722
H 3.159828 -1.884694 -2.173258 -1.516 0.592 0.978
O 2.257406 -1.670674 -1.771369 0.686 -1.574 -1.765
H -2.796699 0.419466 1.724303 0.686 -0.737 1.236
H -1.740003 0.932877 2.707330 -0.578 -1.653 -0.103
O -2.140786 0.065250 2.398841 -0.598 2.962 -1.165
H -3.926492 -1.523188 -2.676631 0.634 0.603 0.929
H -2.840212 -1.729351 -1.678030 3.233 -4.227 1.984
O -3.379045 -1.097781 -1.972597 -3.679 3.857 -2.922
H -2.388672 1.120803 -2.104357 -2.474 -5.841 1.180
H -2.647191 2.476004 -2.043551 0.228 0.730 -0.692
O -1.984465 1.853705 -2.379589 1.328 5.066 -0.539
H 0.145602 2.971164 -2.077757 -2.980 -7.802 1.585
H -0.064244 4.249676 -1.733966 -0.373 1.459 0.470
O 0.467189 3.722526 -2.307243 3.735 6.834 -2.569
H -3.827440 -1.795993 1.473668 -1.643 -0.832 -1.723
H -3.549289 -3.064550 0.801393 -1.612 0.792 -0.762
O -4.233142 -2.324813 0.691278 3.320 -0.111 2.695
H 4.735864 0.356001 -1.402091 1.303 2.790 -2.342
H 3.509895 -0.151297 -0.697041 1.444 -0.290 -0.184
O 4.476766 -0.305257 -0.844226 -2.407 -2.534 2.411
```
Forces are in eV/Å.

HOMO energy (spin up / spin down) = -0.5060 / -0.5060 hartree
LUMO (spin up / spin down) = -3.39 / -7.90 eV
strongest force on any atom = 8.50 eV/A
charge = +1
spin multiplicity = 2
frontier orbital gap (spin up / spin down) = 10.382 / 5.874 eV

=====

# 2
The molecule C9H10 in a non-equilibrium geometry, computed with the ωB97M-V functional and the def2-TZVPD basis.

Geometry as XYZ:
```
19
Properties=species:S:1:pos:R:3:forces:R:3
C 0.300821 -1.018496 -2.631039 4.599 -2.069 -4.668
C 1.161538 -0.058517 -2.306262 -0.582 0.941 1.696
C 0.663781 1.084578 -1.352581 2.896 -2.046 0.571
C 0.162296 0.546149 -0.046263 -1.450 0.470 -1.725
C -1.223551 0.405917 0.109837 -5.525 -0.786 2.238
C -1.813582 -0.163804 1.373385 7.312 1.638 -2.094
C -0.849662 -0.469865 2.378855 -3.287 -0.981 0.955
C 0.464987 -0.461831 2.115989 3.070 0.957 -1.843
C 0.991204 0.118083 0.946803 3.286 -0.218 1.007
H -0.705131 -0.970177 -2.558401 -3.073 0.339 1.286
H 0.544389 -1.839374 -3.518117 -0.141 2.000 2.576
H 2.207669 0.236803 -2.492605 -0.447 -1.690 -0.772
H 1.654264 1.636398 -1.198314 -2.158 0.485 -0.254
H -0.180617 1.373537 -1.888591 -0.978 2.219 -0.777
H -2.322799 0.777379 -0.545093 4.384 -0.808 1.132
H -2.717381 0.157389 1.646905 -3.865 0.319 0.691
H -1.158856 -0.750302 3.427466 0.088 0.197 -1.336
H 1.266677 -0.804693 2.724134 -0.081 -0.305 1.267
H 2.264796 0.289761 0.870277 -4.050 -0.662 0.050
```
Forces are in eV/Å.

HOMO energy = -0.3345 hartree
LUMO = 0.98 eV
strongest force on any atom = 7.78 eV/A
spin multiplicity = 1
SMILES string = C=CCc1ccccc1
frontier orbital gap = 10.083 eV

=====

# 3
A structure of composition C5H8N2O in a non-equilibrium geometry, computed with the ωB97M-V functional and the def2-TZVPD basis.

Geometry as XYZ:
```
16
Properties=species:S:1:pos:R:3:forces:R:3
C -0.487614 -1.746785 -0.542545 -1.176 -3.354 2.378
C -1.061209 -0.420716 -0.360202 -2.111 -2.037 0.947
C -2.508623 -0.358798 0.203708 -1.952 -5.785 3.255
C 1.557878 1.940731 0.075058 -2.551 3.320 1.831
C 1.886557 0.546276 0.514005 2.495 -0.130 -2.135
H -1.469845 -2.396737 -1.010104 3.402 1.391 1.064
H 0.517075 -1.681016 -1.126823 -1.972 -0.634 1.156
H -0.420285 -2.241359 0.759534 0.178 1.252 -4.312
H -3.189642 0.524468 -0.092357 1.033 -1.348 0.877
H 2.169130 2.548520 -0.558185 0.927 -0.379 -0.506
H 0.982983 2.832182 0.692111 0.906 -3.007 -0.853
H 3.008543 0.252868 -0.002468 -3.480 0.130 1.857
H 1.589930 0.103498 1.494084 0.203 0.593 -1.040
N -0.495523 0.668759 -0.506598 1.215 4.453 1.526
N 0.873022 0.877006 -0.566344 0.048 -1.955 -0.528
O -2.952377 -1.448898 1.027127 2.836 7.489 -5.516
```
Forces are in eV/Å.

HOMO energy = -0.3235 hartree
LUMO = -0.43 eV
strongest force on any atom = 9.72 eV/A
spin multiplicity = 1
frontier orbital gap = 8.374 eV

=====

# 4
The molecule C5H4O3 in a non-equilibrium geometry, computed with the ωB97M-V functional and the def2-TZVPD basis.

Geometry as XYZ:
```
12
Properties=species:S:1:pos:R:3:forces:R:3
C -2.055189 -0.924303 -0.698547 3.085 10.605 4.246
C -1.665108 0.314366 -0.188291 -4.688 -11.729 -6.410
C -0.676501 1.040018 0.444407 1.264 6.122 -0.636
C 0.749052 0.861818 0.073482 1.088 2.000 -1.319
O 1.420980 1.754665 -0.389119 -0.389 -0.294 0.439
C 1.348222 -0.484237 0.214852 -0.811 -0.439 -0.635
O 0.794640 -1.342476 0.887564 1.403 0.596 -0.666
O 2.330593 -0.707790 -0.714882 -2.927 -4.918 3.123
H -2.719242 -1.635264 -1.101067 -0.382 -0.504 -0.305
H -0.805339 2.255475 0.579928 -0.059 -3.067 -0.685
H -0.763471 0.654722 1.354006 -0.041 -1.300 4.713
H 2.041365 -1.786995 -0.462332 2.457 2.928 -1.865
```
Forces are in eV/Å.

HOMO energy = -0.3554 hartree
LUMO = -0.66 eV
strongest force on any atom = 14.16 eV/A
spin multiplicity = 1
SMILES string = C#CCC(=O)C(=O)O
frontier orbital gap = 9.006 eV

=====

# 5
A cluster of 3 separate species, C22H30F3NO5 in total in a non-equilibrium geometry, computed with the ωB97M-V functional and the def2-TZVPD basis.

Geometry as XYZ:
```
61
Properties=species:S:1:pos:R:3:forces:R:3
C 4.122438 -2.928526 0.371907 -0.939 0.009 -0.399
C 2.759333 -2.177388 -0.062454 0.703 -1.087 -0.392
O 2.971287 -0.752420 -0.033821 -1.406 -0.548 0.805
C 1.835774 -0.032243 0.473396 -0.100 1.530 0.432
C 0.831377 0.490781 -0.664438 1.205 -0.271 -0.609
O -0.356567 -0.313569 -0.820526 -0.168 1.050 0.745
C -1.214783 -0.234235 0.334944 -0.472 -0.807 0.867
C -2.707651 -0.768156 0.025004 1.628 1.022 -0.102
O -2.672332 -2.192673 0.281912 0.068 0.531 -1.467
C -2.396882 -2.918168 -0.952395 -1.634 -0.708 -0.127
N -1.541038 -4.111233 -0.734114 0.349 0.267 2.197
C -0.120403 -3.870926 -1.076097 1.299 0.292 -1.900
C 0.012551 -4.114280 -2.668022 0.098 -0.657 0.878
F 1.284880 -3.625099 -3.140459 -1.731 -0.518 0.652
C -1.713595 -4.683384 0.577679 0.161 -0.581 1.749
O -0.830181 -4.895466 1.414823 -1.575 0.590 -2.334
O -3.044409 -5.042567 0.912543 1.866 1.209 -0.901
H 3.870207 -3.672711 1.201769 0.522 0.980 -1.151
H 4.871025 -2.166004 0.758325 -0.924 -1.028 -0.624
H 4.502866 -3.496348 -0.538065 -0.128 0.749 1.358
H 2.434406 -2.472497 -1.122555 0.576 0.288 1.423
H 1.950577 -2.553961 0.637280 0.702 0.927 -0.624
H 2.246753 0.906983 0.987073 -0.401 -1.322 -0.762
H 1.316311 -0.621466 1.295785 0.461 0.563 -1.147
H 1.404912 0.403447 -1.651814 -0.837 -0.005 1.348
H 0.607919 1.610797 -0.559168 -0.068 -1.590 0.230
H -0.802282 -0.977369 1.107107 -0.734 1.034 -0.811
H -1.216434 0.785830 0.843731 -0.002 -0.965 -1.027
H -3.409470 -0.197888 0.700613 0.642 -1.201 -0.541
H -3.022828 -0.530231 -1.049954 0.502 -0.360 1.401
H -1.898177 -2.254747 -1.719837 -0.579 -0.811 0.893
H -3.417758 -3.312320 -1.292434 1.437 0.702 0.116
H 0.232742 -2.809704 -0.886421 -0.687 -1.180 0.044
H 0.611969 -4.585325 -0.599742 -1.216 0.776 -0.173
H -0.832343 -3.619657 -3.233461 1.163 -0.403 0.496
H -0.012676 -5.245294 -2.837671 0.058 1.617 -0.018
H -3.050034 -4.992742 1.888454 0.078 -0.260 -0.545
F -3.419757 2.051023 1.319705 -0.058 0.051 -0.148
C -3.247918 2.331861 2.623818 0.102 0.184 0.816
C -3.336378 1.311063 3.556197 -0.023 -0.182 -0.137
C -3.153457 1.600882 4.903639 0.035 0.299 -0.120
C -2.895008 2.908900 5.303535 0.000 -0.024 0.051
C -2.813467 3.926101 4.357841 -0.039 -0.294 0.007
C -2.985312 3.635863 3.009140 0.006 0.117 -0.190
H -3.546445 0.300166 3.226801 0.016 0.043 -0.006
H -3.212858 0.808783 5.641257 -0.012 0.042 -0.092
H -2.756812 3.134563 6.355360 -0.012 -0.017 -0.099
H -2.616124 4.945034 4.671102 -0.006 -0.080 -0.063
H -2.916543 4.413664 2.258096 -0.028 -0.060 0.005
F 2.969468 2.365813 -0.999729 0.118 0.013 0.094
C 2.872229 3.287957 -1.970678 -0.041 0.512 -0.544
C 3.251873 2.957858 -3.261235 0.055 -0.214 -0.028
C 3.146270 3.911160 -4.267738 -0.108 0.176 0.270
C 2.672544 5.185979 -3.969937 0.007 0.015 -0.058
C 2.299017 5.506777 -2.668794 0.093 -0.231 -0.150
C 2.393836 4.551036 -1.663485 -0.051 0.003 0.193
H 3.625943 1.963013 -3.472038 -0.029 0.030 0.059
H 3.433311 3.661537 -5.282826 -0.005 -0.012 0.100
H 2.594731 5.930201 -4.755165 0.006 -0.064 0.076
H 1.934099 6.501138 -2.437438 0.016 -0.098 0.010
H 2.099277 4.780389 -0.646328 0.044 -0.042 -0.026
```
Forces are in eV/Å.

HOMO energy = -0.3374 hartree
LUMO = 0.62 eV
strongest force on any atom = 2.88 eV/A
spin multiplicity = 1
SMILES string = CCOCCOCCOCN(CCF)C(=O)O.Fc1ccccc1.Fc1ccccc1
frontier orbital gap = 9.805 eV